# C36H37F3HfO3P2S

A molecular structure, C36H37F3HfO3P2S (ωB97M-V/def2-TZVPD, the OMol25 dataset).

Cartesian coordinates (Å):
Hf: 0.1480 -0.1936 -1.8256
C: -2.2115 -0.2571 -0.2525
C: -2.2453 -0.4048 -1.6430
C: -2.5770 0.7440 -2.5968
C: -1.5013 1.8044 -2.9289
C: -0.3944 2.0638 -1.8970
C: -0.6235 2.2133 -0.5420
C: -1.9643 2.2946 0.0931
C: -2.6662 0.9473 0.4735
C: 1.5865 -0.9151 -3.1623
H: -2.1396 -1.1524 0.3694
H: -2.5517 -1.3913 -2.0143
H: -3.4835 1.2747 -2.2695
H: -2.8414 0.2699 -3.5602
H: -1.0468 1.5564 -3.9082
H: -2.0308 2.7606 -3.0953
H: 0.5633 2.4149 -2.3318
H: 0.2168 2.4979 0.0973
H: -2.6854 2.8835 -0.4902
H: -1.8072 2.8119 1.0508
H: -2.4859 0.7683 1.5412
H: -3.7571 1.0687 0.3643
H: 2.4275 -1.4187 -2.6409
H: 2.0249 -0.0712 -3.7238
H: 1.1788 -1.6212 -3.8942
P: 0.0266 -1.7781 -8.4296
P: 1.5517 0.4085 -8.4546
C: -0.9366 -0.3140 -8.9209
C: -0.1393 0.7692 -9.0234
C: -0.4677 -2.9818 -9.7215
C: -1.5713 -2.7555 -10.5678
C: -2.0714 -3.7787 -11.3842
C: -1.4316 -5.0290 -11.4129
C: -0.2533 -5.2172 -10.6693
C: 0.2387 -4.1989 -9.8551
C: -0.8713 -2.3022 -6.9487
C: -0.6239 -1.6057 -5.7517
C: -1.4337 -1.8443 -4.6549
C: -2.4358 -2.8184 -4.6978
C: -2.6504 -3.5358 -5.8764
C: -1.8959 -3.2537 -7.0155
C: 2.4097 0.7910 -10.0650
C: 2.2419 -0.0414 -11.1936
C: 2.6656 0.3857 -12.4526
C: 3.3077 1.6222 -12.6042
C: 3.5481 2.4208 -11.4763
C: 3.1264 1.9891 -10.2128
C: 1.8722 1.9072 -7.4399
C: 3.1097 2.0183 -6.7701
C: 3.4394 3.1751 -6.0767
C: 2.5236 4.2338 -5.9990
C: 1.2875 4.1328 -6.6534
C: 0.9598 2.9686 -7.3479
H: -2.0086 -0.3631 -9.1289
H: -0.3740 1.7399 -9.4746
H: -2.0605 -1.7850 -10.5966
H: -2.9607 -3.5907 -11.9992
H: -1.8399 -5.8373 -12.0193
H: 0.2744 -6.1730 -10.7343
H: 1.1716 -4.3407 -9.3124
H: 0.1718 -0.8568 -5.6969
H: -1.3056 -1.2555 -3.7377
H: -3.0415 -2.9870 -3.8086
H: -3.4177 -4.3122 -5.9138
H: -2.1104 -3.7524 -7.9615
H: 1.7639 -1.0210 -11.0895
H: 2.4968 -0.2429 -13.3310
H: 3.6284 1.9601 -13.5929
H: 4.0643 3.3815 -11.5702
H: 3.3405 2.6112 -9.3429
H: 3.8146 1.1906 -6.8219
H: 4.4170 3.2747 -5.6039
H: 2.7683 5.1344 -5.4463
H: 0.5814 4.9708 -6.6352
H: -0.0156 2.9019 -7.8348
F: 1.6651 0.1690 2.8887
C: 0.7384 -0.4724 2.1529
F: 0.3055 -1.5549 2.8278
F: -0.3117 0.3733 1.9917
S: 1.4863 -0.9661 0.5030
O: 1.6035 0.3193 -0.2886
O: 2.6615 -1.7064 0.8139
O: 0.3939 -1.6809 -0.2836

Computed properties:
- Net charge: +2
- Frontier orbital gap (spin up / spin down): 0.0724 / 0.0724 Eh
- Energy: -82927.0612 eV